one | C18H17NO4 | ωB97M-V with the def2-TZVPD basis set

SMILES: C[N@@+]1([O-])CCc2cc3c(c4c2[C@H]1Cc1cccc(O)c1-4)OCO3
HOMO energy (eV): -8.23

Cartesian coordinates (Å):
C1 -1.3889 -0.1472 -2.8059
N1 -0.9175 -1.5007 -2.2174
O1 -1.7465 -2.3756 -2.4808
C2 0.2985 -1.8832 -2.9739
C3 1.2507 -0.6374 -2.8480
C4 1.2075 0.1490 -1.5788
C5 1.8712 1.3589 -1.4421
C6 1.9392 2.0952 -0.2907
C7 1.2093 1.6784 0.8284
C8 0.4145 0.5116 0.7219
C9 0.4032 -0.2089 -0.5122
C10 -0.6926 -1.3764 -0.7060
C11 -1.9863 -1.0285 0.0160
C12 -1.5486 -0.8227 1.4607
C13 -2.1818 -1.4317 2.5145
C14 -1.7098 -1.4468 3.8778
C15 -0.6184 -0.6774 4.2295
C16 -0.0558 0.0021 3.2306
O2 1.0526 0.7727 3.6072
C17 -0.3908 -0.1078 1.8452
O3 1.2282 2.8310 1.6173
C18 2.2033 3.7003 1.1554
O4 2.7048 3.2176 -0.0771
H1 -2.4496 -0.0215 -2.9813
H2 -1.0203 0.6866 -2.1559
H3 -0.9453 -0.0257 -3.7903
H4 0.2389 -1.9915 -4.0548
H5 0.6233 -2.8413 -2.5542
H6 2.2256 -0.9233 -3.1002
H7 0.9858 0.1006 -3.5532
H8 2.6113 1.5382 -2.3119
H9 -0.4182 -2.3450 -0.3110
H10 -2.4776 -0.1810 -0.3454
H11 -2.6182 -1.9005 -0.0797
H12 -3.0639 -2.0561 2.2840
H13 -2.3022 -1.9366 4.7252
H14 -0.1338 -0.6876 5.1869
H15 1.3691 1.4010 2.8660
H16 3.0726 3.8010 1.9133
H17 1.7564 4.7102 1.0908

***

two | C18H17NO4 | ωB97M-V with the def2-TZVPD basis set

SMILES: CCCON1C(=O)c2ccc(COc3ccccc3)cc2C1=O
HOMO energy (eV): -9.03

Cartesian coordinates (Å):
C1 -0.4592 4.6535 -1.2763
C2 -1.9256 4.6291 -1.7586
C3 -2.3206 3.2235 -2.1770
O1 -2.1893 2.4091 -1.0220
N1 -2.3567 1.0425 -1.3872
C4 -2.9488 0.3035 -0.2885
O2 -4.0940 0.0349 -0.1797
C5 -1.8131 -0.0687 0.6046
C6 -1.8006 -0.5274 1.9105
C7 -0.5647 -0.7609 2.4999
C8 0.6379 -0.5524 1.8220
C9 1.9268 -0.7910 2.5657
O3 2.9578 -1.3866 1.7983
C10 2.5797 -2.4736 1.0358
C11 3.0068 -2.4958 -0.2889
C12 2.6612 -3.5407 -1.1392
C13 1.8691 -4.5754 -0.6529
C14 1.4631 -4.5601 0.6793
C15 1.8095 -3.5182 1.5301
C16 0.6035 -0.1027 0.5049
C17 -0.6286 0.1177 -0.0768
C18 -0.9813 0.5578 -1.4622
O4 -0.3578 0.4893 -2.4623
H1 -0.3839 4.9409 -0.2337
H2 0.0182 3.6858 -1.3960
H3 0.1340 5.3548 -1.8592
H4 -2.5593 4.8918 -0.9156
H5 -2.0825 5.3029 -2.5919
H6 -3.3422 3.1766 -2.5526
H7 -1.6626 2.9029 -2.9870
H8 -2.7237 -0.6744 2.4505
H9 -0.5425 -1.1186 3.5205
H10 1.7096 -1.3505 3.4766
H11 2.3147 0.1713 2.8948
H12 3.6167 -1.6816 -0.6516
H13 3.0016 -3.4966 -2.1608
H14 1.5764 -5.3825 -1.3048
H15 0.8553 -5.3825 1.0256
H16 1.4799 -3.5076 2.5575
H17 1.5150 0.0598 -0.0517

***

Which of them is most stable, and which least? Most stable: two; least stable: one.

***

one | C2H9OS | ωB97M-V with the def2-TZVPD basis set

Charge: +1
HOMO energy (eV): -15.56

Cartesian coordinates (Å):
O1 -2.5845 0.6182 -0.5108
H1 -2.5212 1.5811 -0.5295
H2 -3.7671 -1.8625 1.0651
H3 -3.4454 0.4572 -0.9100
C1 1.3407 0.0708 1.7204
C2 0.6177 -0.4218 0.5165
S1 1.1048 -0.0418 -0.9874
H4 0.6077 0.3296 2.4864
H5 1.9637 -0.7142 2.1727
H6 1.9619 0.9461 1.5230
H7 -3.5101 -1.5811 1.6891
H8 -0.4448 -0.6924 0.5750
H9 -0.0947 -0.2472 -1.5760

***

two | C2H9OS | ωB97M-V with the def2-TZVPD basis set

Charge: +1
HOMO energy (eV): -15.64

Cartesian coordinates (Å):
O1 1.1816 -1.9334 1.6918
H1 1.0556 -1.9391 2.6501
H2 1.5985 -2.7874 1.5306
H3 -0.8260 -0.1169 0.8568
C1 -1.5054 1.4447 -0.9968
S1 -0.5143 0.0346 -0.4382
C2 1.1861 0.6192 -0.2825
H4 -1.8829 1.2024 -1.9884
H5 -2.3184 1.6112 -0.2920
H6 -0.8626 2.3134 -0.9866
H7 1.2121 1.6901 -0.1138
H8 1.7728 0.2448 -1.1077
H9 1.5213 0.1469 0.6486

***

Which of them is most stable, and which least? Most stable: two; least stable: one.

***

one | C2H4NO2 | ωB97M-V with the def2-TZVPD basis set

Charge: -1
HOMO energy (eV): -4.17

Cartesian coordinates (Å):
C1 0.5932 -1.5181 -0.1863
N1 0.4146 -1.8835 1.0094
H1 1.2800 -2.1366 -0.7665
H2 0.0837 -0.6764 -0.6600
H3 -0.1562 -1.1904 1.4987
O1 -0.7765 3.0711 -0.0592
C2 -0.5678 1.8551 -0.2049
O2 -1.3808 0.9040 -0.2216
H4 0.5097 1.5748 -0.4096

***

two | C2H4NO2 | ωB97M-V with the def2-TZVPD basis set

Charge: -1
HOMO energy (alpha / beta) (eV): -1.80 / -1.80

Cartesian coordinates (Å):
C1 0.3265 -0.2398 0.2437
C2 0.7904 0.3069 -1.0494
N1 -0.8539 0.5431 -2.2436
O1 -1.7857 -0.2156 -1.7072
O2 0.8958 0.9990 0.1651
H1 -0.7145 -0.2409 0.6245
H2 1.0184 -0.9038 0.6884
H3 1.7771 -0.0495 -1.4662
H4 -1.0276 1.5541 -1.8211

***

three | C2H4NO2 | ωB97M-V with the def2-TZVPD basis set

Charge: -1
SMILES: CNC(=O)[O-]
HOMO energy (eV): -3.95

Cartesian coordinates (Å):
C1 1.0204 -0.3493 0.0993
N1 -0.2873 -0.0123 0.6337
C2 -1.1787 0.7101 -0.2869
O1 -2.3891 0.4967 -0.0760
O2 -0.6078 1.4003 -1.1473
H1 1.7090 -0.6672 0.8970
H2 1.0270 -1.2005 -0.5979
H3 1.4513 0.5019 -0.4042
H4 -0.7448 -0.8796 0.8822

***

Which of them is most stable, and which least? Most stable: three; least stable: two.

***

one | C2H4NO2 | ωB97M-V with the def2-TZVPD basis set

Charge: -1
HOMO energy (alpha / beta) (eV): -2.64 / -2.64

Cartesian coordinates (Å):
C1 -1.4141 -0.1833 0.2038
C2 -0.4548 0.4693 -0.6024
N1 1.7839 -0.1140 0.5936
O1 2.7834 0.0274 -0.0800
O2 -2.0002 -1.2519 0.2246
H1 -1.7388 0.5609 1.1423
H2 -0.0130 -0.0957 -1.3400
H3 -0.2968 1.5833 -0.4417
H4 1.3503 -0.9959 0.2999

***

two | C2H4NO2 | ωB97M-V with the def2-TZVPD basis set

Charge: -1
HOMO energy (eV): -2.98

Cartesian coordinates (Å):
O1 1.7816 -1.6481 0.2459
C1 1.1278 -0.6480 0.2008
N1 -0.2943 -0.6448 0.4639
C2 -0.8845 0.6842 -0.0117
O2 -1.0204 0.7695 -1.3169
H1 1.4614 0.3583 -0.0893
H2 -0.0362 -1.0404 -0.4887
H3 -1.8748 0.6947 0.5038
H4 -0.2606 1.4747 0.4921

***

Which of them is most stable, and which least? Most stable: two; least stable: one.

***

one | C3H5BrOS | ωB97M-V with the def2-TZVPD basis set

SMILES: C=C=O.C=S.Br
HOMO energy (eV): -9.09

Cartesian coordinates (Å):
C1 1.1814 1.6954 -0.1222
C2 0.3039 2.1291 0.7465
O1 -0.6238 2.3464 1.4656
H1 1.3413 0.6293 0.0446
H2 1.9787 2.2699 -0.4509
C3 -1.0261 -0.5415 1.0604
S1 -0.5281 -1.9354 0.4181
H3 -1.1064 0.3553 0.4758
H4 -1.0033 -0.5203 2.0948
Br1 -0.6341 -3.0343 -3.4457
H5 0.1166 -3.3939 -2.2868

***

two | C3H5BrOS | ωB97M-V with the def2-TZVPD basis set

SMILES: C=C=O.C=S.Br
HOMO energy (eV): -9.18

Cartesian coordinates (Å):
C1 -2.1798 -1.6924 0.3907
C2 -2.4094 -0.4682 0.0332
O1 -3.0842 0.4996 -0.1250
H1 -2.3312 -1.9188 1.3710
H2 -1.4816 -2.2372 -0.1752
C3 0.3916 1.2320 -0.4763
S1 1.6042 1.7591 0.3367
H3 0.4391 0.6118 -1.3201
H4 -0.6170 1.4374 -0.1125
Br1 5.3431 -0.0291 -0.1164
H5 4.3252 0.8057 0.1940

***

three | C3H5BrOS | ωB97M-V with the def2-TZVPD basis set

HOMO energy (eV): -8.97

Cartesian coordinates (Å):
C1 0.7112 1.5284 -1.0106
C2 1.3327 0.6006 -1.6956
C3 -2.4236 1.9767 -0.4208
O1 -2.1179 0.8536 -0.9486
S1 -2.4588 1.9171 1.3232
Br1 0.4167 -1.0437 -2.1307
H1 -0.2327 1.4588 -0.5882
H2 1.2229 2.3595 -0.5540
H3 2.3432 0.5741 -2.1656
H4 -1.9019 0.9685 -1.9694
H5 -2.2975 0.6118 1.5928

***

Which of them is most stable, and which least? Most stable: one; least stable: three.

***

one | C2H5ClFN | ωB97M-V with the def2-TZVPD basis set

HOMO energy (eV): -9.34

Cartesian coordinates (Å):
C1 0.6801 0.2289 0.1371
C2 -0.3196 -0.8248 -0.4506
H1 -0.4602 1.0947 1.6505
H2 -1.1923 1.4783 -0.3812
H3 1.5407 0.5596 -0.4869
H4 1.2426 -0.2518 1.1013
H5 -1.0246 -1.0861 0.5090
N1 -0.2625 1.3397 0.4020
F1 -0.6937 -0.2061 -1.6501
Cl1 0.4896 -2.3324 -0.8312

***

two | C2H5ClFN | ωB97M-V with the def2-TZVPD basis set

SMILES: NC[C@@H](F)Cl
HOMO energy (eV): -9.91

Cartesian coordinates (Å):
N1 -0.1271 1.1753 0.9139
C1 -0.6217 0.1997 -0.0225
C2 0.4167 -0.7673 -0.4790
F1 0.6460 -1.5961 0.5921
Cl1 -0.1468 -1.7243 -1.9131
H1 0.6026 1.8006 0.4492
H2 0.3328 0.8044 1.7553
H3 -1.4506 -0.3365 0.3509
H4 -1.0183 0.7938 -0.8951
H5 1.3663 -0.3495 -0.7516

***

Which of them is most stable, and which least? Most stable: two; least stable: one.